--- a ---
DFT (ωB97M-V/def2-TZVPD) results for an isolated molecule of C5H14N2O.

Geometry as ORCA input:
```
! RIJCOSX wB97M-V def2-TZVPD def2/J DEFGRID3
* xyz 0 1
O 2.37121 0.21523 -0.73189
N -1.84969 0.00532 0.74958
N 0.25378 0.84579 0.26709
C -0.64859 -0.26257 -0.03949
C -0.12964 -1.64578 0.40191
C -0.97613 -0.29486 -1.54416
C 0.65550 0.90609 1.66275
C 1.32437 1.16239 -0.62933
H -2.57104 -0.67300 0.53476
H -1.79734 -0.99025 -1.71133
H -2.20013 0.93137 0.53296
H 1.49705 0.24178 1.88881
H -0.20006 0.63931 2.27601
H -0.13190 -0.62900 -2.14246
H -0.12091 -1.70154 1.48607
H 0.95122 1.93069 1.88857
H 0.87590 -1.83029 0.03488
H -1.28601 0.69139 -1.88381
H 1.80850 2.06665 -0.24908
H -0.78768 -2.42427 0.02259
H 0.91757 1.38170 -1.62409
H 2.04403 -0.56614 -1.19036
*
```

Properties
SMILES: CN(CO)C(C)(C)N
HOMO, eV: -8.7
E_LUMO, eV: 0.8
HOMO-LUMO gap, eV: 9.5

Here are the Mulliken charges for atoms 1 to 4, given in e: -0.57, -0.69, 0.00, 1.29

***

--- b ---
DFT (ωB97M-V/def2-TZVPD) results for a structure of composition C5H14N2O.

Geometry as ORCA input:
```
! RIJCOSX wB97M-V def2-TZVPD def2/J DEFGRID3
* xyz 0 1
O -1.84873 1.78900 0.26721
N -0.10552 0.06508 1.12649
N -2.41605 -1.15303 0.20216
C -1.42118 -0.93951 -0.79752
C 2.35649 0.08770 -0.56785
C -0.07423 -0.73591 -0.09511
C 1.09081 0.51611 1.58158
C 1.02115 -0.07906 -1.07494
H 0.61570 0.91069 -1.29724
H 0.48934 -1.65031 0.14878
H 0.98983 1.44665 2.13586
H -1.27570 -1.87514 -1.33811
H 0.92400 -0.67892 -1.97927
H -2.62139 -0.26479 0.65578
H -3.27804 -1.49209 -0.15357
H 2.77711 0.97936 -1.02261
H 1.52672 -0.28280 2.18307
H -0.69129 0.94549 0.75180
H -1.59467 2.70211 0.48576
H 3.07421 -0.72113 -0.45455
H -1.55382 -0.08650 -1.45349
H 2.01525 0.51700 0.69578
*
```

Properties
HOMO, eV: -7.8
E_LUMO, eV: -1.3
HOMO-LUMO gap, eV: 6.4

Here are the Mulliken charges for atoms 1 to 4, given in e: -0.97, -0.12, -0.63, -0.86

***

--- c ---
DFT (ωB97M-V/def2-TZVPD) results for a cluster of 2 separate species, C5H14N2O in total.

Geometry as ORCA input:
```
! RIJCOSX wB97M-V def2-TZVPD def2/J DEFGRID3
* xyz 0 1
O 3.35408 2.27867 -0.01864
N -0.29657 0.60813 -0.34084
N -2.00202 1.88274 -1.62475
C 0.60808 -3.29650 1.70171
C -0.81307 1.96601 -0.80894
C -1.22643 -0.47935 -0.07051
C -0.31971 -1.72264 -0.04356
C -0.04531 -2.19855 1.36474
H -1.79024 -0.36451 0.87522
H -2.00280 -0.51524 -0.82149
H 0.43016 0.70976 0.38233
H 0.10054 2.46067 -1.28190
H 0.77053 -4.11871 0.95149
H 0.66443 -1.35987 -0.43152
H -0.67866 -2.57651 -0.60810
H -0.28774 -1.50784 2.14973
H 0.66824 -3.54270 2.72156
H -2.51615 1.01481 -1.30225
H 3.50347 2.70233 0.83220
H -1.12264 2.56464 0.12418
H -1.78002 1.77985 -2.59700
H 4.09824 1.66710 -0.01050
*
```

Properties
SMILES: C=CCCNCN.O
HOMO, eV: -8.2
E_LUMO, eV: 0.7
HOMO-LUMO gap, eV: 9.0

Here are the Mulliken charges for atoms 1 to 4, given in e: -0.62, -0.31, -0.59, -0.81

***

--- d ---
DFT (ωB97M-V/def2-TZVPD) results for an isolated molecule of C5H14N2O.

Geometry as ORCA input:
```
! RIJCOSX wB97M-V def2-TZVPD def2/J DEFGRID3
* xyz 0 1
O -2.27181 0.29192 0.92797
N 0.00995 -1.00148 -0.06591
N 0.63509 2.07606 -0.68997
C 0.04411 1.46799 0.48641
C 0.29264 -2.31376 0.49764
C -1.72415 1.27609 0.14479
C 0.45499 -0.93318 -1.45140
C 0.58643 0.06199 0.76018
H 1.53386 -1.14002 -1.54614
H -0.21076 -3.07257 -0.10226
H 0.28259 3.01752 -0.82108
H 0.26624 0.06137 -1.84586
H 1.37000 -2.54449 0.51417
H 1.64659 2.12633 -0.61199
H -0.09458 -2.37288 1.51535
H -1.84367 -0.54478 0.66268
H -0.09572 -1.66907 -2.03810
H -1.46548 2.24770 0.70613
H 1.68934 0.07523 0.67192
H 0.23245 2.04942 1.40576
H 0.34909 -0.17409 1.79981
H -1.68721 1.01469 -0.92009
*
```

Properties
SMILES: CN(C)C[C@@H](N)CO
HOMO, eV: -8.3
E_LUMO, eV: 1.0
HOMO-LUMO gap, eV: 9.3

Here are the Mulliken charges for atoms 1 to 4, given in e: -0.53, 0.01, -0.57, -0.27

***

The relative energies come out as a 0.0000; b 0.1699; c 0.0645; d 0.0908, with values in hartree.

***

--- a ---
DFT (ωB97M-V/def2-TZVPD) results for a cluster of 2 separate species, C5H14N2O in total.

Geometry as ORCA input:
```
! RIJCOSX wB97M-V def2-TZVPD def2/J DEFGRID3
* xyz 0 1
O 1.75395 1.70985 -1.20763
N -0.72250 1.33080 1.55155
N 0.33561 -0.60878 -1.14902
C -0.76878 -1.11570 0.96449
C -0.86240 -0.37799 -1.94960
C 0.49713 -0.92206 0.18075
C 1.71281 -0.95195 0.76338
C -1.59756 0.21397 1.21035
H -0.01598 1.36911 0.81517
H -0.52639 -0.10043 -2.92607
H -2.20498 -0.04917 2.08271
H -2.26779 0.44954 0.39541
H -1.47592 0.45775 -1.54745
H -0.14900 1.13613 2.36446
H 1.08294 -0.06596 -1.55739
H 2.61953 -0.77902 0.21354
H -0.62312 -1.49377 1.96852
H -1.50800 -1.26114 -1.95390
H -1.31014 -1.86003 0.36851
H 1.80776 -1.38634 1.74396
H 1.69588 2.57207 -1.67581
H 2.52696 1.73313 -0.65590
*
```

Properties
SMILES: C=C(CCN)NC.O
HOMO, eV: -7.5
E_LUMO, eV: 0.5
HOMO-LUMO gap, eV: 7.9

Here are the Mulliken charges for atoms 1 to 4, given in e: -0.61, -0.66, -0.26, -0.86

***

--- b ---
DFT (ωB97M-V/def2-TZVPD) results for a cluster of 2 separate species, C5H14N2O in total.

Geometry as ORCA input:
```
! RIJCOSX wB97M-V def2-TZVPD def2/J DEFGRID3
* xyz 0 1
O 1.25862 3.67582 3.14427
N -0.22601 1.75344 0.75330
N 0.30412 -3.42832 -1.77479
C 0.49551 -2.09218 -1.42001
C 0.01820 0.34130 0.30952
C -1.22020 -0.51253 0.76331
C 0.04419 0.33795 -1.24588
C -0.19945 -1.03321 -1.83592
H -0.69941 1.82257 1.63967
H 1.00953 0.68777 -1.58985
H -2.13536 0.07606 0.74905
H -0.77972 -1.10333 -2.76523
H -0.78574 2.12871 -0.00633
H 0.02377 -3.58956 -2.72862
H 1.03227 4.58029 3.41270
H 1.90487 3.50973 3.84437
H -1.55289 -1.42372 0.28159
H -0.67078 0.98628 -1.77058
H 1.25919 -1.97182 -0.68731
H -1.17879 -0.67697 1.88446
H 0.94624 -0.11316 0.69940
H 1.15183 -3.95510 -1.65712
*
```

Properties
SMILES: C[C@H](N)C/C=C/N.O
HOMO, eV: -8.0
E_LUMO, eV: 1.0
HOMO-LUMO gap, eV: 8.9

Here are the Mulliken charges for atoms 1 to 4, given in e: -0.62, -0.58, -0.56, 0.02

***

--- c ---
DFT (ωB97M-V/def2-TZVPD) results for a cluster of 2 separate species, C5H14N2O in total.

Geometry as ORCA input:
```
! RIJCOSX wB97M-V def2-TZVPD def2/J DEFGRID3
* xyz 0 1
O 2.60591 0.40603 -1.71695
N -0.29947 0.61361 -2.07888
N -1.79151 0.31627 2.02405
C -0.27386 -1.49063 -0.69514
C -0.44967 0.31597 1.71088
C -0.14775 0.87103 0.34716
C -0.65385 -0.01913 -0.80362
C 0.48667 -0.23209 2.49263
H 0.29880 -0.76379 3.41975
H -0.86568 -2.11865 -1.36068
H -0.99735 0.30950 -2.75008
H 2.21086 1.23979 -2.01123
H -0.38551 -1.82939 0.33656
H 0.77085 -1.66380 -0.93432
H 1.51549 -0.16995 2.15557
H 0.55839 0.20246 -2.42840
H -0.70538 1.80846 0.26600
H 0.91898 1.06855 0.27529
H 3.56263 0.52010 -1.81411
H -2.12828 -0.13293 2.85493
H -2.48870 0.74070 1.44445
H -1.74158 0.00789 -0.73388
*
```

Properties
SMILES: C=C(N)C[C@H](C)N.O
HOMO, eV: -7.8
E_LUMO, eV: 0.8
HOMO-LUMO gap, eV: 8.5

Here are the Mulliken charges for atoms 1 to 4, given in e: -0.64, -0.70, -0.43, -1.38

***

--- d ---
DFT (ωB97M-V/def2-TZVPD) results for a structure of composition C5H14N2O.

Geometry as ORCA input:
```
! RIJCOSX wB97M-V def2-TZVPD def2/J DEFGRID3
* xyz 0 1
O -1.36262 0.03513 -0.48667
N 0.98195 -0.97904 2.64548
N -0.29416 -0.02263 -2.65312
C -1.36510 -0.48434 2.88764
C 0.96448 0.66862 -0.26651
C -0.03033 -0.90263 3.39599
C -0.14097 -0.24769 -0.70798
C 0.41939 0.99209 -3.41913
H -1.71232 0.38203 3.45456
H 0.32875 1.95086 -2.91159
H 1.47735 0.73386 -3.47884
H 0.66283 1.70995 -0.36176
H 1.88365 0.49168 -0.82153
H 0.17343 -1.30537 -0.73114
H -2.08793 -1.28305 3.06656
H 1.83933 -1.21559 3.14366
H -0.00543 -1.17678 4.46160
H 0.02778 1.09688 -4.43586
H -1.33822 -0.24314 1.82659
H -0.28710 -0.92431 -3.11983
H -1.27759 0.26833 -2.27862
H 1.14282 0.45513 0.79051
*
```

Properties
HOMO, eV: -8.5
E_LUMO, eV: 1.0
HOMO-LUMO gap, eV: 9.5

Here are the Mulliken charges for atoms 1 to 4, given in e: -0.80, -0.44, -0.42, -0.65

***

The relative energies come out as a 0.0285; b 0.0405; c 0.0000; d 0.0578, with values in hartree.

***

--- a ---
DFT (ωB97M-V/def2-TZVPD) results for a cluster of 2 separate species, C5H14N2O in total.

Geometry as ORCA input:
```
! RIJCOSX wB97M-V def2-TZVPD def2/J DEFGRID3
* xyz 0 1
O -1.34002 1.82135 -1.03708
N -0.23078 0.68196 0.66768
N 0.35543 -2.24882 1.40580
C 1.04675 1.46523 -1.23156
C -0.30333 0.88885 -0.78984
C -1.32019 0.00442 1.25483
C -0.65152 -0.36082 -1.60305
C 1.46308 -1.58834 1.24021
H 1.30485 2.32120 -0.60777
H -1.19923 2.57396 -0.44996
H -2.25776 0.11246 0.71656
H 1.83591 0.71916 -1.14694
H 0.66144 0.09939 0.86332
H 0.97895 1.79124 -2.26799
H 2.10372 -1.26905 2.06872
H -0.57847 -0.13344 -2.66399
H -1.67048 -0.67649 -1.39520
H -0.89394 -1.18468 1.41623
H 0.03660 -1.17201 -1.37547
H -1.45209 0.29990 2.29648
H 0.17939 -2.51425 2.38025
H 1.93165 -1.63124 0.25877
*
```

Properties
SMILES: CNC(C)(C)O.C=N
HOMO, eV: -8.5
E_LUMO, eV: 0.7
HOMO-LUMO gap, eV: 9.2

Here are the Mulliken charges for atoms 1 to 4, given in e: -0.58, -0.38, -0.57, -1.49

***

--- b ---
DFT (ωB97M-V/def2-TZVPD) results for a structure of composition C5H14N2O.

Geometry as ORCA input:
```
! RIJCOSX wB97M-V def2-TZVPD def2/J DEFGRID3
* xyz 0 1
O -0.34104 0.24279 3.05026
N -1.05607 -1.46491 -1.63963
N -0.61805 -0.45350 0.63199
C 1.26160 -1.26902 -0.88624
C 0.31891 0.65354 1.86412
C -0.10898 -0.62633 -1.01461
C 0.21669 1.96295 1.38750
C -0.07609 0.76793 -1.55585
H -1.05213 1.07392 -1.93066
H 1.90372 -0.64687 -0.26902
H -0.77776 2.40982 1.37219
H 1.32773 0.24492 1.91477
H -1.57484 -0.11014 0.59111
H 0.65542 0.86341 -2.35658
H 0.20607 1.46450 -0.71560
H -1.11091 -2.41181 -1.28997
H 1.08737 2.60246 1.43974
H -1.45579 -1.16197 -2.51717
H 1.19346 -2.25551 -0.42720
H -1.07444 0.86191 3.16536
H 1.71621 -1.37015 -1.87110
H -0.64109 -1.37794 1.05658
*
```

Properties
HOMO, eV: -6.3
E_LUMO, eV: 0.8
HOMO-LUMO gap, eV: 7.1

Here are the Mulliken charges for atoms 1 to 4, given in e: -0.51, -0.50, -0.54, -1.53

***

--- c ---
DFT (ωB97M-V/def2-TZVPD) results for a structure of composition C5H14N2O.

Geometry as ORCA input:
```
! RIJCOSX wB97M-V def2-TZVPD def2/J DEFGRID3
* xyz 0 1
O -3.20492 0.20478 0.85470
N -1.32526 -1.46206 -0.19645
N -2.63079 -1.48516 -0.63216
C -3.47634 -0.66445 -0.14978
C 1.24881 -0.59600 -1.21050
C 1.92410 -0.32462 -0.02770
C -0.21184 1.35407 0.76569
C 2.86619 0.80440 0.16994
H -1.20088 1.82487 0.78575
H 0.26189 1.79609 -0.09844
H -0.19332 -0.97948 -0.78501
H 1.23631 0.19582 -1.95040
H 2.72571 1.59456 -0.56621
H 1.37999 -1.58936 -1.63265
H -2.33583 -0.07281 1.19965
H 1.94520 -1.10508 0.72496
H 2.74697 1.23267 1.16194
H -4.53304 -0.74911 -0.34942
H 3.89762 0.44446 0.11259
H 0.32151 1.68339 1.64502
H -0.45616 0.25578 0.71041
H -0.98592 -2.36274 -0.53194
*
```

Properties
HOMO (spin up / spin down), eV: -7.7 / -7.7
E_LUMO (spin up / spin down), eV: -0.2 / -0.2
HOMO-LUMO gap (spin up / spin down), eV: 7.6 / 7.6

Here are the Mulliken charges for atoms 1 to 4, given in e: -0.49, -0.52, -0.57, 0.12

***

--- d ---
DFT (ωB97M-V/def2-TZVPD) results for a cluster of 3 separate species, C5H14N2O in total.

Geometry as ORCA input:
```
! RIJCOSX wB97M-V def2-TZVPD def2/J DEFGRID3
* xyz 0 1
O -2.84313 -2.10026 -0.34942
N -0.33131 -0.73961 -1.05380
N 3.10907 -1.02388 0.16387
C -1.11389 2.20608 0.09614
C 0.19083 -0.71492 1.26334
C 0.24394 1.48759 -0.14580
C 2.66854 -0.49311 -0.90220
C 0.07064 -0.04682 -0.06286
H 0.74607 1.89218 -1.13672
H 2.49842 -0.99822 -1.82831
H 1.19993 -1.07668 1.14990
H 0.87963 2.08847 0.60554
H -0.53267 -0.13733 -1.94697
H -1.29626 2.22680 1.22920
H 3.43798 -1.98460 0.13133
H -1.97350 -2.02607 -0.54147
H 2.38061 0.45760 -0.70506
H -2.95303 -1.53812 0.51285
H -0.89902 3.30213 0.08790
H -0.45378 -1.54838 1.17843
H -1.90820 1.87123 -0.48744
H 0.15195 -0.01484 2.18849
*
```

Properties
SMILES: [H]/N=C(/C)CC.C=N.O
HOMO, eV: -10.1
E_LUMO, eV: 0.7
HOMO-LUMO gap, eV: 10.7

Here are the Mulliken charges for atoms 1 to 4, given in e: -0.65, -0.69, -0.58, -1.15

***

The relative energies come out as a 0.0000; b 0.0378; c 0.1004; d 0.0264, with values in hartree.